--- one ---
Computed, not measured: a molecular structure, C9H21N3O3Tl, with ωB97M-V with the def2-TZVPD basis set.

Element x y z (Å)
1 Tl 1.852 -24.374 7.305
2 C -1.183 -24.748 3.175
3 C -0.945 -25.486 4.493
4 O 0.135 -25.421 5.064
5 N -2.017 -26.160 5.009
6 C -1.932 -27.157 6.015
7 H -1.559 -23.766 3.497
8 H -1.983 -25.223 2.613
9 H -0.265 -24.637 2.615
10 H -2.892 -26.062 4.500
11 H -1.130 -26.908 6.710
12 H -1.694 -28.142 5.573
13 H -2.906 -27.237 6.501
14 C 6.199 -21.510 6.400
15 C 5.270 -22.260 7.298
16 O 4.195 -22.707 6.874
17 N 5.541 -22.448 8.625
18 C 6.760 -22.144 9.327
19 H 5.608 -20.738 5.903
20 H 6.604 -22.137 5.605
21 H 7.032 -21.018 6.896
22 H 4.764 -22.848 9.144
23 H 7.011 -22.992 9.986
24 H 6.566 -21.327 10.044
25 H 7.574 -21.960 8.642
26 C 4.898 -27.533 9.628
27 C 5.110 -26.697 8.397
28 O 4.182 -26.153 7.788
29 N 6.373 -26.586 7.906
30 C 6.745 -25.823 6.744
31 H 4.429 -26.921 10.405
32 H 5.816 -27.893 10.096
33 H 4.235 -28.371 9.427
34 H 7.062 -27.194 8.343
35 H 6.827 -24.754 7.027
36 H 5.961 -25.873 5.986
37 H 7.699 -26.163 6.357

Values from the calculation:
2S+1   1
Net charge   +3
HOMO-LUMO gap   1.88 eV

For reference, the Löwdin charges in units of e are: 1.1598, 0.0639, -0.4289, -0.0031, 0.1420, 0.0234, 0.1216, 0.1011, 0.1067, 0.1857, 0.1087, 0.1556, 0.1334, 0.0474, -0.4547, -0.0462, 0.1355, 0.0189, 0.1218, 0.1141, 0.0904, 0.1687, 0.1277, 0.1493, 0.1028, 0.0425, -0.4538, -0.0389, 0.1313, 0.0203, 0.1073, 0.1016, 0.1132, 0.1785, 0.1102, 0.1207, 0.1217



--- two ---
Computed, not measured: a molecular structure, C9H21N3O3Tl, with ωB97M-V with the def2-TZVPD basis set.

Element x y z (Å)
1 Tl 16.956 13.943 11.089
2 C 11.830 17.750 13.165
3 C 13.180 17.564 13.808
4 O 14.051 16.961 13.251
5 N 13.251 17.960 15.116
6 C 14.463 17.937 15.956
7 H 11.985 18.676 12.611
8 H 10.949 17.831 13.800
9 H 11.720 17.014 12.369
10 H 12.420 18.338 15.547
11 H 14.166 17.813 16.997
12 H 15.136 18.775 15.771
13 H 15.071 17.122 15.564
14 C 22.322 16.366 9.656
15 C 21.687 15.728 8.506
16 O 20.458 15.661 8.515
17 N 22.368 15.429 7.420
18 C 21.678 14.993 6.195
19 H 23.315 16.757 9.436
20 H 22.594 15.527 10.297
21 H 21.707 17.218 9.946
22 H 23.317 15.737 7.263
23 H 20.690 14.542 6.296
24 H 22.264 14.249 5.655
25 H 21.491 15.804 5.491
26 C 16.723 13.021 17.995
27 C 17.107 12.311 16.729
28 O 17.210 12.865 15.668
29 N 17.480 11.006 16.923
30 C 17.921 10.196 15.834
31 H 17.004 12.362 18.816
32 H 15.671 13.273 18.134
33 H 17.170 13.973 18.281
34 H 17.231 10.483 17.750
35 H 17.684 9.187 16.170
36 H 19.009 10.234 15.788
37 H 17.525 10.356 14.831

Values from the calculation:
2S+1   1
Net charge   +3
HOMO-LUMO gap   1.41 eV

For reference, the Löwdin charges in units of e are: 0.9766, 0.0398, -0.4884, 0.1600, 0.1375, 0.0276, 0.1102, 0.1061, 0.1025, 0.1661, 0.1170, 0.1250, 0.0978, 0.0378, -0.5118, 0.1542, 0.1491, 0.0099, 0.1045, 0.1172, 0.1170, 0.1804, 0.1039, 0.1136, 0.1230, 0.0283, -0.4752, 0.1466, 0.1163, -0.0138, 0.0920, 0.1017, 0.1036, 0.1707, 0.1156, 0.1294, 0.1081



Ranking the structures above by stability puts one first and two last.